The following is a quantum chemistry calculation of one molecule with the formula C9H13N4OP at a distorted geometry, from the Open Molecules 2025 dataset.

As for the HOMO energy: -8.0 eV. The calculation puts the maximum force at 5.97 eV/A. The HOMO-LUMO gap comes out at 8.37 eV. For the energy above the lowest of the compared OMol25 structures with the same formula, charge and spin, the calculation gives 84.0 kcal/mol. For the calculated total energy, the calculation gives -986.15145 hartree. The net charge is 0. As for the SMILES: C#C/N=C/[C@@H](O)N(C)P(C)n1ccnc1.

Each line ends with the Löwdin charge.
CARTESIAN COORDINATES (ANGSTROEM)
C1 -1.39878 -1.69810 -0.44532  -0.305
N1 -0.99680 -0.97453 0.69967  -0.168
H1 3.69028 -2.88947 0.04472  0.023
N2 -0.26216 1.52721 -0.22081  -0.301
N3 -0.86362 -2.85721 -0.52985  0.050
H2 -1.45468 1.10066 -3.20120  0.044
C2 3.01425 -2.10780 -0.12717  0.114
H3 -0.64226 1.86820 2.70326  0.002
H4 0.03288 3.44024 0.48254  0.033
C3 0.05618 1.07389 -1.67616  -0.306
H5 0.44706 -1.67423 2.17450  0.093
C4 -1.54488 1.51793 2.27398  -0.316
H6 0.91534 2.12703 1.39071  0.085
H7 -2.03861 -1.31508 -1.21334  0.094
C5 -0.06362 -1.88886 1.26993  -0.141
H8 0.81951 -0.59661 -2.83339  0.144
H9 0.68610 1.83715 -2.25556  0.169
H10 1.38559 2.65208 -0.17743  0.061
C6 0.70115 -0.22539 -1.82991  -0.081
C7 2.16885 -1.45900 -0.59816  -0.245
H11 -2.13756 2.54798 1.99865  0.102
O1 -1.25562 0.97427 -2.32309  -0.061
N4 1.25043 -0.50989 -0.72225  0.079
C8 0.55563 2.59308 0.46025  -0.078
C9 0.00895 -2.98217 0.49183  -0.210
H12 -2.16185 0.88643 2.92860  0.046
P1 -1.59417 0.82911 0.64922  0.979
H13 0.68239 -3.79692 0.58580  0.093

The following is a quantum chemistry calculation of a 2-piece molecular cluster, C9H13NO overall at a distorted geometry, from the Open Molecules 2025 dataset.

As for the HOMO energy: -9.2 eV. The calculation puts the maximum force at 5.93 eV/A. The HOMO-LUMO gap comes out at 9.75 eV. For the energy above the lowest of the compared OMol25 structures with the same formula, charge and spin, the calculation gives 96.6 kcal/mol. For the calculated total energy, the calculation gives -480.60338 hartree. The net charge is 0. As for the SMILES: CNC(C)=O.c1ccccc1.

Each line ends with the Löwdin charge.
CARTESIAN COORDINATES (ANGSTROEM)
H1 0.64340 1.48939 1.80041  0.083
H2 1.45598 2.96248 2.57218  0.086
C1 0.64274 2.62509 1.86426  -0.040
H3 -2.97531 4.53941 2.76339  0.098
H4 2.07637 -5.36592 -1.87631  0.129
C2 -2.95473 3.39603 3.03055  -0.048
C3 1.14573 -4.13675 -3.36547  -0.156
H5 1.30236 -0.86896 -1.10343  0.143
H6 0.76750 3.33738 0.80185  0.172
C4 1.14270 -2.00794 -1.57112  -0.081
C5 0.49081 -2.94621 -3.75496  -0.114
H7 1.31865 -4.87243 -4.23551  0.123
O1 -0.70495 4.58704 1.87732  -0.071
H8 -0.20675 -1.02754 -3.04897  0.088
H9 -1.38815 1.81366 3.41810  0.178
C6 0.32611 -1.94173 -2.76847  -0.119
H10 -3.29853 3.38941 4.13441  0.079
C7 1.72942 -3.28497 -1.10710  -0.068
C8 1.66326 -4.29618 -2.10083  -0.141
H11 0.24400 -2.91895 -4.91401  0.137
C9 -0.50923 3.41084 2.36944  -0.629
N1 -1.47045 2.85584 3.07521  -0.027
H12 -3.46975 2.62431 2.25832  0.118
H13 2.02882 -3.36332 -0.11924  0.060

The following is a quantum chemistry calculation of a 2-piece molecular cluster, C9H13NO2 overall at a distorted geometry, from the Open Molecules 2025 dataset.

As for the HOMO energy: -9.7 eV. The calculation puts the maximum force at 1.66 eV/A. The HOMO-LUMO gap comes out at 9.58 eV. For the energy above the lowest of the compared OMol25 structures with the same formula, charge and spin, the calculation gives 124.6 kcal/mol. For the calculated total energy, the calculation gives -555.80518 hartree. The net charge is 0. As for the SMILES: C=CC(=O)C=C.C=CCON=C.

Each line ends with the Löwdin charge.
CARTESIAN COORDINATES (ANGSTROEM)
H1 -4.08074 1.35439 -1.17989  0.081
H2 1.17083 -1.46791 0.26978  0.046
H3 -2.51988 0.24198 1.75481  0.075
H4 3.67923 -1.78339 -1.47103  0.070
O1 3.58392 0.64385 -0.54048  0.061
C1 1.86244 2.57720 0.47150  0.050
H5 2.87430 2.87501 0.22303  0.070
H6 -0.97794 -0.10743 2.84492  0.071
C2 1.52782 1.29803 0.39851  -0.092
H7 -0.23602 -1.76696 1.30480  0.087
O2 -2.72243 -0.41575 -0.59127  -0.187
H8 -2.31149 -2.33770 -0.25749  0.129
N1 -2.11917 0.75894 -1.03268  -0.006
C3 -3.03390 1.61884 -1.32901  -0.006
H9 0.52829 0.94074 0.70019  0.076
C4 -1.75043 -1.39511 -0.24274  -0.222
H10 1.19607 3.33030 0.85919  0.061
C5 2.04144 -1.14311 -0.28624  -0.088
H11 -0.98333 -1.49574 -1.03532  0.119
C6 -1.58935 -0.30925 1.95712  0.011
H12 -2.69217 2.57961 -1.71747  0.072
C7 2.75210 -2.04722 -0.97554  0.061
H13 2.40786 -3.07245 -1.06878  0.062
C8 2.49541 0.27927 -0.12621  -0.400
C9 -1.10284 -1.15614 1.07029  -0.203